Entry 1:
This record from the OMol25 dataset describes C42H50Cl3F5NO2P2S2ScSeSiTe as an isolated structure at a distorted geometry. The level of theory is ωB97M-V/def2-TZVPD.

The geometry in XYZ format:
```
111
Properties=species:S:1:pos:R:3
Sc 0.278 -0.357 -0.917
Cl -0.351 1.041 -3.317
C -0.740 -0.173 -4.569
Cl -1.157 -1.703 -3.793
H 0.149 -0.318 -5.170
H -1.585 0.184 -5.143
Cl 3.645 -1.762 0.200
C 3.350 -2.408 1.767
C 4.199 -3.382 2.266
C 3.975 -3.884 3.535
C 2.910 -3.422 4.287
C 2.056 -2.459 3.775
C 2.257 -1.923 2.505
P 1.162 -0.578 1.845
C 2.129 0.881 2.393
C 3.520 0.868 2.512
C 4.207 2.041 2.787
C 3.519 3.231 2.977
C 2.135 3.238 2.917
C 1.447 2.078 2.596
C -0.216 -0.822 3.018
C -0.503 -0.037 4.126
C -1.553 -0.386 4.966
C -2.295 -1.529 4.722
C -1.993 -2.334 3.630
C -0.968 -1.973 2.773
H 5.027 -3.731 1.664
H 4.642 -4.636 3.936
H 2.745 -3.810 5.283
H 1.225 -2.111 4.373
H 4.080 -0.050 2.414
H 5.286 2.017 2.869
H 4.058 4.147 3.183
H 1.578 4.143 3.117
H 0.370 2.103 2.519
H 0.090 0.839 4.351
H -1.783 0.245 5.815
H -3.103 -1.804 5.387
H -2.549 -3.244 3.446
H -0.736 -2.598 1.917
F 2.244 -6.804 -5.175
C 2.197 -5.578 -4.664
C 2.649 -5.336 -3.378
F 3.139 -6.339 -2.646
C 2.605 -4.053 -2.868
F 3.088 -3.849 -1.639
C 2.101 -2.979 -3.594
Se 2.052 -1.225 -2.847
C 1.681 -3.250 -4.890
F 1.222 -2.263 -5.671
C 1.715 -4.526 -5.422
F 1.289 -4.747 -6.668
C 2.541 2.643 -3.036
Te 2.591 1.786 -1.063
C 4.626 1.142 -1.385
H 3.407 3.293 -3.139
H 1.629 3.223 -3.153
H 2.581 1.848 -3.777
H 4.641 0.204 -1.936
H 5.112 1.019 -0.421
H 5.142 1.911 -1.957
C -4.046 4.321 -1.794
C -3.700 3.631 -0.487
C -4.816 3.779 0.535
O -2.478 4.238 -0.017
P -1.409 3.482 0.907
S -2.078 2.916 2.650
S -0.550 2.094 -0.344
O -0.336 4.629 1.149
C 0.111 5.731 0.317
C -0.875 6.887 0.417
C 0.383 5.331 -1.123
H -4.966 3.897 -2.197
H -3.246 4.193 -2.524
H -4.202 5.387 -1.620
H -3.507 2.571 -0.678
H -4.991 4.836 0.746
H -4.561 3.275 1.464
H -5.736 3.347 0.138
H 1.051 6.021 0.792
H -1.787 6.648 -0.125
H -0.428 7.787 -0.005
H -1.129 7.068 1.462
H -0.523 4.926 -1.573
H 1.171 4.581 -1.175
H 0.695 6.212 -1.686
C -4.545 -2.108 -0.592
Si -3.027 -0.976 -0.533
C -3.397 0.240 -1.942
C -3.180 -0.102 1.130
N -1.385 -1.584 -0.688
C -1.051 -2.935 -0.658
C 0.261 -3.322 -0.329
C 0.641 -4.648 -0.221
C -0.272 -5.659 -0.475
C -1.563 -5.308 -0.842
C -1.947 -3.982 -0.935
H -5.414 -1.484 -0.370
H -4.516 -2.906 0.154
H -4.715 -2.562 -1.571
H -4.361 0.718 -1.743
H -3.474 -0.254 -2.912
H -2.657 1.033 -2.014
H -3.905 0.714 1.081
H -2.236 0.331 1.453
H -3.511 -0.786 1.915
H 1.010 -2.551 -0.143
H 1.659 -4.882 0.065
H 0.022 -6.697 -0.396
H -2.289 -6.082 -1.059
H -2.955 -3.742 -1.236
```

Values from the calculation:
- HOMO-LUMO gap (eV) = 7.5943
- net charge = 0
- spin multiplicity = 1
- largest force on an atom (eV Å⁻¹) = 1.09

Löwdin atomic charge list, values in e, 5 entries:
1 Sc 0.277
2 Cl 0.546
3 C -0.878
4 Cl 0.638
5 H 0.014

=====

Entry 2:
This record from the OMol25 dataset describes a 6-piece molecular cluster, C27H38F16NO12P overall at a distorted geometry. The level of theory is ωB97M-V/def2-TZVPD.

The geometry in XYZ format:
```
95
Properties=species:S:1:pos:R:3
C -2.386 -3.956 2.964
P -3.189 -4.339 1.361
O -3.868 -2.877 0.966
C -1.901 -4.546 0.016
C -1.555 -3.172 -0.592
N -0.163 -3.390 -1.011
C 0.428 -4.040 0.067
O 1.427 -3.700 0.590
C -0.509 -5.210 0.307
C -0.360 -6.130 1.526
C 0.730 -5.785 2.501
F 0.540 -4.564 3.077
H -3.173 -3.537 3.576
H -2.061 -4.841 3.473
H -1.581 -3.229 2.939
H -3.267 -2.169 1.233
H -2.356 -5.171 -0.735
H -2.250 -2.894 -1.364
H -1.488 -2.379 0.146
H 0.337 -2.599 -1.387
H -0.354 -5.841 -0.549
H -0.121 -7.114 1.154
H -1.300 -6.253 2.033
H 0.778 -6.539 3.276
H 1.680 -5.741 1.993
C -7.914 2.114 0.779
C -7.137 1.210 -0.154
O -5.717 1.369 0.029
C -5.165 0.704 1.033
O -5.741 -0.009 1.796
C -3.650 0.951 1.041
F -3.371 2.251 0.863
F -3.047 0.262 0.051
F -3.092 0.564 2.190
H -7.597 3.150 0.657
H -8.981 2.045 0.570
H -7.747 1.840 1.820
H -7.330 1.484 -1.189
H -7.420 0.166 -0.032
C -4.220 -0.387 -5.837
C -4.615 0.494 -4.674
O -5.933 1.050 -4.861
C -6.938 0.251 -4.535
O -6.852 -0.862 -4.109
C -8.275 0.987 -4.715
F -8.335 1.647 -5.881
F -8.434 1.883 -3.721
F -9.296 0.132 -4.673
H -4.299 0.164 -6.774
H -3.195 -0.737 -5.719
H -4.875 -1.254 -5.915
H -3.941 1.345 -4.600
H -4.566 -0.045 -3.729
C 0.756 2.919 -2.058
C -0.411 3.213 -2.975
O -0.162 2.734 -4.313
C -0.381 1.447 -4.522
O -0.757 0.650 -3.714
C -0.112 1.118 -6.000
F 1.027 1.683 -6.423
F -1.110 1.569 -6.782
F -0.011 -0.199 -6.185
H 1.678 3.329 -2.471
H 0.588 3.356 -1.075
H 0.900 1.845 -1.938
H -0.556 4.287 -3.070
H -1.338 2.789 -2.592
C 5.082 1.440 1.757
C 5.500 2.877 1.983
O 5.706 3.556 0.726
C 4.620 4.011 0.122
O 3.493 3.916 0.510
C 5.019 4.740 -1.171
F 5.926 4.040 -1.868
F 5.549 5.940 -0.880
F 3.953 4.934 -1.952
H 5.809 0.927 1.126
H 5.006 0.913 2.706
H 4.117 1.385 1.254
H 6.453 2.917 2.500
H 4.774 3.417 2.589
C 10.505 0.158 4.619
C 10.127 1.053 5.779
O 8.774 1.532 5.649
C 7.819 0.698 6.042
O 7.969 -0.398 6.489
C 6.451 1.376 5.879
F 6.352 2.002 4.689
F 6.265 2.294 6.842
F 5.462 0.488 5.959
H 10.346 0.675 3.672
H 11.552 -0.131 4.689
H 9.897 -0.746 4.605
H 10.753 1.942 5.792
H 10.253 0.547 6.735
```

Values from the calculation:
- HOMO-LUMO gap (eV) = 8.7117
- net charge = 0
- spin multiplicity = 1
- largest force on an atom (eV Å⁻¹) = 2.52

Löwdin atomic charge list, values in e, 5 entries:
1 C -0.271
2 P 0.885
3 O -0.338
4 C -0.363
5 C -0.185